# 1
{
  "formula": "C6H14P2",
  "method": "the ωB97M-V functional and the def2-TZVPD basis",
  "smiles": "CP(#[PH2])C1CCCC1",
  "relative_energy_kj_mol": 217.7,
  "total_energy_ha": -919.596393,
  "species": ["C", "P", "P", "C", "C", "C", "C", "C", "H", "H", "H", "H", "H", "H", "H", "H", "H", "H", "H", "H", "H", "H"],
  "positions_angstrom": [[2.094600, 1.924429, 0.406939], [1.584056, 0.185535, -0.944495], [2.724371, -1.223668, 0.144303], [-0.012950, -0.037662, 0.184868], [-0.500790, -1.397589, -0.263922], [-1.991027, -1.268457, 0.332736], [-2.375944, 0.162092, -0.186741], [-1.100573, 1.032601, 0.036932], [3.014935, 1.759958, 0.830609], [1.173997, 1.842802, 0.990979], [2.061696, 2.887681, -0.274225], [2.569513, -2.543745, -0.560452], [3.804584, -0.903871, -0.488967], [0.361115, -0.209216, 1.247650], [0.152676, -2.198392, 0.158803], [-0.475931, -1.751753, -1.288002], [-1.840413, -1.484105, 1.416177], [-2.747011, -2.083091, 0.004956], [-2.461749, 0.089281, -1.358741], [-3.440128, 0.542548, 0.031911], [-0.790034, 1.570491, -0.844571], [-1.229606, 1.636517, 0.954692]],
  "atomic_forces_ev_per_a": [[-2.99, 0.12, -4.53], [-1.59, 3.38, 1.99], [-1.78, -2.70, 2.18], [2.89, -0.82, -0.44], [-1.87, -1.33, 1.56], [-0.05, -1.90, -1.07], [-1.06, -0.43, -2.20], [-0.57, -1.15, 0.79], [1.91, -0.30, 1.27], [0.80, 0.27, 0.29], [0.19, -2.05, 1.42], [-0.05, 1.51, 0.33], [3.09, 0.66, -1.61], [-0.49, 0.57, -1.21], [-0.80, 0.49, 0.53], [-0.31, 1.06, -0.77], [-0.52, 1.00, -0.46], [1.27, 1.33, 0.21], [0.19, -0.34, 2.01], [1.89, -0.31, 0.48], [-0.59, 0.91, -0.09], [0.44, 0.02, -0.67]],
  "nbo_charge": [-0.749, 0.410, -0.019, -0.449, -0.451, -0.413, -0.413, -0.448, 0.197, 0.208, 0.218, 0.009, -0.034, 0.223, 0.213, 0.213, 0.208, 0.213, 0.199, 0.228, 0.216, 0.218]
}


# 2
{
  "formula": "C19H23N3O5",
  "method": "the ωB97M-V functional and the def2-TZVPD basis",
  "smiles": "COc1ccc(/C=C(\\C#N)C(=O)OCC(=O)NC(=O)NCCC(C)C)cc1",
  "relative_energy_kj_mol": 222.0,
  "total_energy_ha": -1278.325076,
  "species": ["C", "O", "C", "C", "C", "C", "C", "C", "C", "N", "C", "O", "O", "C", "C", "O", "N", "C", "O", "N", "C", "C", "C", "C", "C", "C", "C", "H", "H", "H", "H", "H", "H", "H", "H", "H", "H", "H", "H", "H", "H", "H", "H", "H", "H", "H", "H", "H", "H", "H"],
  "positions_angstrom": [[-2.673734, -0.627250, 9.269468], [-1.687274, -0.310889, 8.313279], [-2.013338, -0.313166, 7.005450], [-3.278451, -0.606444, 6.493092], [-3.490945, -0.578617, 5.132520], [-2.464309, -0.261665, 4.231910], [-2.767808, -0.262022, 2.832627], [-1.969508, -0.005032, 1.763826], [-0.605329, 0.340595, 1.783786], [0.504893, 0.627925, 1.725577], [-2.571136, -0.097420, 0.413491], [-3.722355, -0.367678, 0.185505], [-1.659927, 0.159340, -0.544964], [-2.117649, 0.084871, -1.883525], [-1.036632, 0.506645, -2.871054], [-1.245976, 0.427811, -4.065458], [0.105311, 0.955180, -2.309687], [1.299163, 1.405719, -2.949164], [2.234908, 1.733192, -2.259764], [1.242045, 1.439154, -4.283467], [2.395141, 1.759291, -5.092096], [2.925905, 0.534275, -5.840311], [3.340809, -0.624482, -4.925977], [4.477340, -0.229160, -3.986352], [3.753267, -1.821800, -5.781058], [-1.196693, 0.033379, 4.761543], [-0.978863, 0.007778, 6.115402], [-3.057403, -1.642021, 9.127774], [-2.176980, -0.561767, 10.235817], [-3.503084, 0.085698, 9.239814], [-4.097384, -0.856425, 7.148902], [-4.474647, -0.808155, 4.749292], [-3.792446, -0.509035, 2.573114], [-2.993606, 0.731458, -2.021933], [-2.432048, -0.938698, -2.121867], [0.172520, 0.955756, -1.297090], [0.406476, 1.085321, -4.737718], [3.155434, 2.165546, -4.423861], [2.111942, 2.531298, -5.815036], [3.784036, 0.846216, -6.438874], [2.150420, 0.181510, -6.525248], [2.475365, -0.916050, -4.320177], [4.823692, -1.099623, -3.433797], [5.315983, 0.173241, -4.551191], [4.148618, 0.513542, -3.264945], [2.944045, -2.122769, -6.443106], [4.619800, -1.571147, -6.389584], [4.011880, -2.669295, -5.150720], [-0.383835, 0.282832, 4.099855], [-0.007633, 0.233033, 6.525984]],
  "atomic_forces_ev_per_a": [[-0.23, -0.07, 0.20], [0.23, 0.08, -0.31], [0.00, 0.02, -0.31], [0.03, -0.02, 0.47], [0.27, 0.09, -0.35], [-0.01, -0.03, 0.59], [0.28, 0.11, -0.73], [-1.03, -0.28, 0.20], [0.58, 0.14, 0.14], [0.28, 0.07, 0.07], [-0.41, -0.08, -0.07], [0.18, 0.04, -0.07], [0.14, 0.04, 0.10], [-0.59, -0.15, -0.46], [-0.10, -0.08, 0.37], [-0.30, -0.11, -0.15], [0.38, 0.13, 0.39], [-0.48, -0.06, 0.02], [0.34, 0.08, 0.31], [-0.19, -0.08, -0.48], [0.28, 0.02, -0.17], [-0.14, -0.02, 0.42], [0.19, 0.02, -0.23], [-0.30, -0.03, 0.00], [-0.20, 0.14, 0.20], [-0.14, -0.04, 0.01], [-0.04, -0.02, 0.22], [0.02, 0.05, -0.01], [-0.08, -0.02, -0.06], [0.04, -0.03, -0.01], [-0.04, -0.02, 0.07], [-0.10, -0.02, -0.05], [0.02, 0.01, -0.08], [0.20, -0.10, -0.02], [0.10, 0.20, 0.00], [0.05, 0.01, -0.16], [0.02, 0.04, 0.23], [-0.07, 0.05, -0.11], [0.09, 0.00, 0.11], [0.05, -0.01, -0.11], [0.01, 0.00, -0.12], [0.01, 0.01, -0.03], [0.09, -0.07, 0.08], [0.16, 0.05, -0.08], [0.06, 0.10, 0.09], [-0.06, -0.07, -0.11], [0.13, 0.01, -0.10], [0.06, -0.12, 0.02], [0.12, 0.03, 0.05], [0.12, 0.03, 0.04]],
  "nbo_charge": [-0.256, -0.477, 0.344, -0.282, -0.126, -0.182, 0.013, -0.328, 0.266, -0.300, 0.801, -0.587, -0.517, -0.165, 0.670, -0.619, -0.654, 0.793, -0.633, -0.630, -0.223, -0.397, -0.216, -0.621, -0.597, -0.129, -0.258, 0.181, 0.207, 0.181, 0.218, 0.215, 0.238, 0.228, 0.225, 0.443, 0.434, 0.229, 0.197, 0.205, 0.198, 0.194, 0.208, 0.195, 0.233, 0.204, 0.199, 0.207, 0.236, 0.233]
}


# 3
{
  "formula": "C23H25AlN2OS",
  "method": "the ωB97M-V functional and the def2-TZVPD basis",
  "relative_energy_kj_mol": 0.0,
  "total_energy_ha": -1716.800553,
  "species": ["C", "C", "C", "H", "C", "C", "H", "C", "C", "C", "H", "C", "C", "H", "H", "H", "H", "H", "H", "Al", "C", "C", "C", "H", "H", "H", "H", "H", "H", "C", "C", "H", "H", "O", "N", "C", "H", "C", "C", "H", "C", "H", "C", "H", "C", "H", "C", "H", "H", "H", "S", "C", "N"],
  "positions_angstrom": [[-0.257506, -2.079839, 1.305324], [-0.499239, -2.244678, -0.117492], [0.734870, -2.052654, -0.792155], [-1.383161, -2.719936, -0.540363], [1.718938, -1.698798, 0.156718], [1.141383, -1.716135, 1.443124], [2.773013, -1.545498, -0.069970], [-1.960602, 1.546833, 0.208507], [-2.452475, 0.248331, -0.258813], [-1.890093, 0.052296, -1.571491], [-3.322201, -0.275307, 0.139785], [-1.032025, 1.141794, -1.867792], [-1.070941, 2.052850, -0.780422], [0.922268, -2.312042, -1.832515], [1.688349, -1.701789, 2.384561], [-0.928588, -2.412884, 2.094714], [-0.556464, 3.015302, -0.757225], [-2.174232, -0.726414, -2.285333], [-2.429755, 2.141155, 0.991024], [-0.621616, -0.141498, 0.718916], [-0.252018, 1.378254, -3.141543], [-0.434491, 2.842162, -3.560313], [-0.740614, 0.461491, -4.266097], [-1.504115, 3.049104, -3.686024], [0.084019, 3.023291, -4.504097], [-0.028981, 3.525348, -2.807900], [-1.810054, 0.626460, -4.433784], [-0.573114, -0.594728, -4.028007], [-0.197726, 0.702909, -5.184802], [1.244331, 1.058420, -2.849836], [2.240832, 1.327130, -3.978944], [1.319832, -0.005044, -2.571704], [1.607711, 1.634709, -1.979276], [2.029592, 2.065031, -4.942389], [3.445906, 0.678853, -3.883011], [3.867678, -0.298672, -2.883648], [4.135389, 0.963051, -4.569316], [3.448571, -1.717116, -3.230033], [3.859896, -2.767134, -2.399877], [4.489726, -2.532483, -1.535520], [3.469491, -4.080719, -2.674151], [3.782965, -4.884124, -2.003814], [2.691039, -4.360753, -3.806143], [2.402961, -5.390286, -4.031755], [2.292448, -3.317430, -4.649144], [1.688774, -3.511697, -5.538072], [2.675171, -1.997152, -4.365123], [2.389208, -1.182717, -5.037906], [3.463049, -0.023117, -1.893309], [4.965138, -0.256484, -2.799476], [0.053188, 1.116514, 2.436636], [-1.258092, 0.880706, 3.450811], [-2.116584, 0.775898, 4.253383]],
  "atomic_forces_ev_per_a": [[0.61, 0.00, -0.33], [1.09, -1.06, 0.03], [-0.92, -0.16, 0.28], [0.15, 0.54, 0.09], [-0.14, -0.06, 0.69], [-0.11, -0.97, -0.43], [-0.36, 0.11, 0.15], [-0.64, 0.20, -1.32], [-0.07, 0.86, -0.38], [0.18, 0.81, -0.05], [0.33, 0.17, -0.02], [-0.54, -0.73, 0.26], [-0.41, -0.51, 0.67], [-0.14, 0.50, 0.11], [-0.31, 0.53, -0.28], [0.17, 0.21, -0.13], [-0.16, -0.43, 0.22], [0.40, 0.08, 0.59], [0.51, -0.45, 0.14], [-0.54, -0.19, -0.84], [0.58, -0.07, 0.00], [-0.10, 0.05, -0.22], [0.03, 0.13, -0.01], [0.16, 0.04, 0.08], [-0.14, 0.04, 0.21], [-0.06, -0.04, -0.12], [0.12, -0.10, -0.05], [-0.05, 0.09, -0.02], [-0.12, -0.07, 0.08], [0.10, -0.05, -0.05], [-0.04, 0.23, -0.81], [-0.05, 0.29, -0.02], [-0.20, -0.11, -0.19], [0.21, -0.61, 0.90], [0.34, 0.18, 0.42], [-0.21, 0.25, -0.11], [-0.33, -0.07, 0.04], [-0.07, -0.36, -0.24], [-0.24, -0.06, -0.21], [-0.22, -0.21, -0.23], [0.05, 0.20, -0.10], [-0.10, 0.22, -0.26], [-0.01, 0.24, 0.05], [0.07, 0.35, 0.10], [0.22, 0.18, 0.25], [0.20, -0.03, 0.29], [0.06, -0.24, 0.21], [0.04, -0.35, 0.27], [0.18, -0.09, -0.35], [-0.36, 0.06, -0.03], [1.07, 0.63, 0.70], [-2.08, -0.27, 1.97], [1.84, 0.14, -2.00]],
  "nbo_charge": [-0.617, -0.371, -0.276, 0.252, -0.295, -0.296, 0.228, -0.418, -0.544, -0.283, 0.260, -0.057, -0.310, 0.244, 0.251, 0.281, 0.240, 0.238, 0.266, 1.766, -0.066, -0.612, -0.615, 0.209, 0.253, 0.200, 0.216, 0.204, 0.232, -0.511, 0.695, 0.236, 0.234, -0.632, -0.631, -0.251, 0.409, 0.045, -0.256, 0.211, -0.190, 0.219, -0.225, 0.220, -0.203, 0.220, -0.258, 0.230, 0.211, 0.221, -0.255, 0.027, -0.346]
}


# 4
{
  "formula": "C7H20BrO4P2Si",
  "method": "the ωB97M-V functional and the def2-TZVPD basis",
  "total_charge": 1,
  "total_energy_ha": -4125.717409,
  "species": ["C", "Si", "C", "C", "P", "P", "O", "Br", "H", "H", "H", "H", "H", "H", "H", "H", "H", "H", "H", "H", "C", "C", "O", "C", "O", "O", "C", "H", "H", "H", "H", "H", "H", "H", "H"],
  "positions_angstrom": [[2.824144, -0.407970, -1.607923], [1.409995, -1.451953, -2.212327], [0.764194, -2.598960, -0.898752], [1.810636, -2.306184, -3.814579], [-0.182399, 0.173041, -2.755044], [-2.438223, -0.178564, -2.881601], [-2.698797, 0.196554, -1.319905], [-2.339841, -2.363347, -2.834293], [3.489969, -1.051849, -1.028940], [3.388931, -0.004118, -2.449263], [2.535732, 0.431658, -0.976512], [-0.230752, -2.377658, -0.514918], [1.457700, -2.560708, -0.058035], [0.748819, -3.614901, -1.292742], [1.477954, -3.343488, -3.796782], [2.894728, -2.287279, -3.936615], [1.381964, -1.839404, -4.701987], [0.112782, 0.689846, -4.022752], [-0.026168, 1.279991, -1.913903], [-3.510509, 0.719441, -1.184612], [-0.200836, 0.154704, 1.116981], [-0.242822, 1.662215, 1.248583], [-1.301686, 2.087954, 2.112040], [-1.035727, 1.971330, 3.426090], [0.005964, 1.581766, 3.885655], [-2.086936, 2.404890, 4.100128], [-1.937479, 2.379697, 5.531305], [-1.172403, -0.226923, 0.799783], [0.554009, -0.140527, 0.384087], [0.064554, -0.312971, 2.063627], [-0.480454, 2.141577, 0.297156], [0.707051, 2.056230, 1.609676], [-1.047254, 2.929380, 5.826716], [-1.864635, 1.352152, 5.881170], [-2.832207, 2.854378, 5.918490]],
  "atomic_forces_ev_per_a": [[-0.05, 0.22, -0.19], [0.28, -0.35, 0.15], [-0.15, 0.10, 0.03], [-0.11, 0.08, -0.11], [-0.27, -0.27, 0.03], [0.11, 0.49, 0.22], [-0.22, 0.15, -0.10], [0.04, -0.33, -0.05], [0.03, 0.00, 0.00], [0.05, 0.00, 0.00], [-0.03, -0.05, 0.12], [0.03, 0.05, -0.04], [0.00, -0.06, 0.06], [0.00, -0.04, 0.00], [0.00, -0.01, 0.00], [0.03, -0.08, -0.03], [0.01, 0.03, 0.01], [0.08, 0.08, -0.01], [-0.08, 0.15, -0.05], [0.25, -0.21, -0.04], [-0.08, -0.04, 0.04], [0.02, 0.06, -0.04], [-0.05, -0.13, 0.06], [0.20, 0.31, -0.08], [-0.10, -0.12, 0.01], [-0.05, -0.07, 0.01], [-0.01, -0.01, -0.03], [0.02, -0.01, -0.04], [0.03, 0.05, 0.00], [0.02, 0.04, 0.02], [0.01, -0.01, 0.00], [-0.02, -0.01, 0.04], [0.00, 0.01, 0.00], [0.00, 0.00, 0.01], [0.01, -0.01, 0.02]],
  "nbo_charge": [-1.135, 1.493, -1.139, -1.134, 0.079, 0.928, -0.998, -0.167, 0.272, 0.260, 0.256, 0.268, 0.265, 0.266, 0.266, 0.269, 0.257, 0.078, 0.075, 0.534, -0.643, -0.069, -0.502, 0.980, -0.642, -0.487, -0.257, 0.216, 0.185, 0.247, 0.170, 0.208, 0.201, 0.195, 0.205]
}


Kohn-Sham gap per entry: 0.3392; 0.2926; 0.2822; 0.3410 Eh